Entry 1:
DFT (the ωB97M-V functional and the def2-TZVPD basis) results for C42H50N4O2P2SbSe4Y as an isolated structure at a distorted geometry.

Structure (XYZ):
```
106
Properties=species:S:1:pos:R:3:forces:R:3
Y 1.059343 0.132530 0.091391 0.75 -0.51 -0.85
O 3.141828 -0.297338 7.215930 -0.04 0.05 -0.02
C 3.211690 0.748724 6.545598 0.11 -0.01 0.02
O 3.530321 1.908869 6.867460 -0.06 -0.06 -0.01
C 2.822250 0.583001 5.052602 -0.02 0.02 -0.02
C 2.363234 -0.627877 4.561485 -0.07 0.02 0.05
C 1.878630 -0.704650 3.263205 0.09 -0.14 -0.04
N 1.916396 0.337946 2.426139 0.03 0.00 0.16
C 2.423428 1.490241 2.875876 -0.16 0.21 -0.04
C 2.841170 1.662466 4.185341 0.17 -0.11 -0.01
C 2.374334 2.633105 1.926566 -0.06 -0.04 -0.05
C 3.103463 3.799492 2.128231 0.04 -0.02 0.03
C 2.971620 4.835775 1.224398 0.00 0.01 -0.01
C 2.112123 4.690671 0.146157 0.00 -0.01 0.00
C 1.444901 3.490834 0.002512 0.04 0.01 0.00
N 1.574991 2.484294 0.866379 -0.18 0.10 0.03
C 1.168569 -1.912064 2.763492 0.02 0.05 -0.05
C 1.003896 -3.052468 3.539434 -0.05 -0.03 0.05
C 0.189181 -4.072482 3.079365 0.01 0.00 0.04
C -0.452411 -3.929518 1.862433 0.02 -0.01 -0.08
C -0.198101 -2.786715 1.125607 0.03 -0.10 -0.03
N 0.606174 -1.816409 1.549686 -0.14 0.05 0.08
H 2.341421 -1.458512 5.252272 -0.01 0.02 0.00
H 3.159798 2.617748 4.577718 0.02 -0.01 0.01
H 3.777203 3.878122 2.968713 0.00 0.00 -0.01
H 3.542754 5.746307 1.354771 0.00 -0.01 0.01
H 1.981760 5.473904 -0.587580 0.00 -0.01 0.00
H 0.797381 3.312846 -0.847808 -0.01 0.00 -0.02
H 1.487882 -3.133718 4.500592 0.01 0.00 -0.01
H 0.049274 -4.964640 3.676534 0.00 0.01 0.00
H -1.106270 -4.693806 1.466626 -0.01 0.01 0.00
H -0.646001 -2.639991 0.148752 0.02 -0.02 -0.05
C -0.706074 1.467469 4.374842 0.01 -0.02 -0.02
C -1.384995 2.074220 3.142705 -0.06 -0.01 -0.01
C -2.744065 2.648105 3.554896 0.02 0.01 -0.01
P -1.405096 0.932532 1.663967 0.01 0.27 0.11
C -3.029565 0.048139 1.849808 0.01 -0.06 -0.05
C -3.428151 -0.704432 0.586717 -0.02 0.01 0.01
C -2.942018 -0.924429 3.028236 0.02 0.01 0.00
C -1.616185 2.108185 0.263733 -0.10 0.06 -0.01
C -1.827146 3.484304 0.418910 -0.04 -0.02 0.03
C -1.878958 4.362344 -0.648692 0.01 0.01 -0.05
C -2.107095 5.836966 -0.444267 0.00 -0.01 0.01
C -1.699547 3.833304 -1.930345 -0.02 0.01 0.02
C -1.454720 2.492516 -2.118639 0.00 -0.03 0.00
C -1.387127 1.590993 -1.032512 0.01 -0.04 0.11
N -0.989261 0.269668 -1.196274 -0.18 0.16 0.08
C -1.578549 -0.453590 -2.232083 0.03 0.00 0.00
C -2.857486 -0.136055 -2.725014 0.03 -0.02 0.01
C -3.469718 -0.889910 -3.711461 0.00 -0.01 0.01
C -2.839934 -1.992317 -4.270361 -0.01 -0.01 -0.02
C -3.487112 -2.816904 -5.353407 0.02 0.00 0.02
C -1.562392 -2.295486 -3.808746 -0.01 0.01 0.03
C -0.920193 -1.570298 -2.809448 0.03 0.05 -0.02
P 0.845421 -1.727256 -2.330146 -0.06 -0.07 0.09
C 1.670358 -0.951503 -3.808936 -0.06 0.07 0.02
C 1.057652 0.415674 -4.103000 -0.02 0.00 -0.04
C 1.746060 -1.786238 -5.082744 0.03 0.02 0.00
C 1.460530 -3.473874 -2.447640 0.01 -0.04 -0.02
C 1.604625 -4.200734 -1.115421 -0.01 0.03 0.05
C 0.867119 -4.459134 -3.452808 -0.02 -0.05 -0.01
H -0.440067 2.257051 5.081437 0.00 0.00 0.00
H 0.203675 0.928865 4.127473 -0.04 0.02 0.01
H -1.367590 0.777363 4.899424 -0.01 -0.02 0.00
H -0.737923 2.885845 2.794236 0.00 0.02 0.00
H -3.344198 1.878928 4.046563 0.00 0.01 0.00
H -3.328000 3.034963 2.720031 0.01 0.01 -0.02
H -2.603301 3.456957 4.277275 0.00 0.00 0.00
H -3.795647 0.800230 2.057126 0.00 0.02 0.00
H -2.670155 -1.433636 0.297974 -0.01 0.00 -0.01
H -3.569053 -0.034905 -0.256986 0.00 0.01 -0.01
H -4.367864 -1.237851 0.759984 0.00 0.00 0.00
H -2.145907 -1.655702 2.864200 0.00 0.00 0.01
H -3.883091 -1.472291 3.127658 0.01 0.00 -0.01
H -2.744673 -0.425932 3.975620 -0.01 0.01 0.01
H -1.946278 3.900767 1.410274 -0.01 0.00 0.02
H -2.037735 6.099870 0.612056 0.00 0.00 0.00
H -3.093401 6.146197 -0.800657 0.00 -0.01 0.00
H -1.366328 6.430564 -0.984996 0.00 0.00 0.01
H -1.721117 4.495182 -2.790892 0.00 0.00 0.00
H -1.279166 2.102288 -3.113401 0.01 0.02 0.00
H -3.381615 0.724110 -2.328287 -0.01 0.01 0.01
H -4.461847 -0.608046 -4.052498 0.00 0.00 0.01
H -4.482795 -2.438080 -5.590665 0.00 0.00 0.00
H -3.590250 -3.862541 -5.052904 0.00 0.01 0.00
H -2.896803 -2.802460 -6.273090 0.00 0.00 0.00
H -1.038307 -3.118345 -4.272030 0.00 -0.04 0.01
H 2.686843 -0.789757 -3.438744 0.05 0.01 0.03
H 0.063261 0.311540 -4.549874 -0.01 -0.01 -0.01
H 1.695795 0.957067 -4.806688 0.00 -0.01 -0.01
H 0.979287 1.020867 -3.198830 0.00 -0.01 -0.03
H 0.750997 -2.029202 -5.470571 0.01 0.00 0.01
H 2.321454 -2.700962 -4.936847 0.01 0.05 -0.03
H 2.259834 -1.199615 -5.851322 0.00 -0.01 0.01
H 2.492657 -3.276177 -2.763217 0.07 0.00 -0.05
H 0.658639 -4.647910 -0.797834 -0.06 0.00 0.06
H 1.989316 -3.545884 -0.335538 -0.02 0.04 0.04
H 2.333131 -5.005391 -1.248545 -0.02 0.01 0.01
H -0.129799 -4.789418 -3.145713 -0.01 0.00 0.01
H 1.519459 -5.337353 -3.475468 -0.01 0.02 -0.01
H 0.813035 -4.075495 -4.469082 -0.03 -0.02 0.04
Se 7.762678 -2.109796 -1.504349 -0.04 -0.06 -0.07
Sb 5.654041 -2.007527 -2.665681 0.01 -0.10 -0.01
Se 3.549371 -1.168971 -0.255129 0.18 0.09 0.06
Se 3.385416 0.894579 -1.411115 -0.38 0.14 0.45
Se 4.895383 -4.248939 -3.282115 0.11 -0.03 -0.04
```
Forces are in eV/Å.

Summary:
frontier orbital gap = 4.7 eV
E_tot = -12567.33639 Eh
net charge = -2
max |F| = 1.25 eV/A

Here are the Löwdin charges for atoms 1 to 99, given in e: 0.846 -0.046 -0.688 -0.049 -0.081 0.058 -0.213 0.052 -0.196 0.051 -0.204 0.007 -0.049 -0.043 -0.156 0.005 -0.196 0.010 -0.049 -0.060 -0.165 0.012 0.111 0.116 0.115 0.107 0.105 0.100 0.110 0.108 0.109 0.099 -0.099 -0.531 -0.126 1.085 -0.534 -0.109 -0.108 -0.302 -0.073 -0.300 -0.062 -0.054 -0.037 -0.375 -0.109 -0.342 -0.060 -0.060 -0.296 -0.068 -0.057 -0.285 1.014 -0.562 -0.157 -0.112 -0.580 -0.157 -0.133 0.091 0.038 0.065 0.089 0.068 0.061 0.081 0.095 0.063 0.052 0.081 0.062 0.078 0.048 0.086 0.071 0.072 0.072 0.111 0.111 0.101 0.101 0.063 0.072 0.073 0.080 0.008 0.073 0.079 0.012 0.065 0.047 0.078 -0.024 0.060 0.009 0.067 0.069

=====

Entry 2:
DFT (the ωB97M-V functional and the def2-TZVPD basis) results for a 11-piece molecular cluster, C42H50O30 overall at a distorted geometry.

Structure (XYZ):
```
122
Properties=species:S:1:pos:R:3:forces:R:3
O -4.093210 -24.844851 -25.990762 -0.34 -0.11 0.07
C -4.871476 -25.673995 -26.782108 0.60 0.58 0.21
C -5.457814 -25.100079 -27.898710 0.12 -0.62 0.23
C -6.121858 -25.929974 -28.786243 -0.17 0.42 -0.54
C -6.228185 -27.288101 -28.551695 0.27 -0.51 0.23
O -6.741547 -28.100545 -29.529034 -0.38 0.25 -0.06
C -5.699144 -27.831147 -27.385663 0.24 0.00 -0.21
C -4.974220 -27.027333 -26.521238 -0.09 -0.12 -0.10
H -4.074388 -25.211288 -25.100978 0.11 0.02 0.01
H -5.353594 -24.037562 -28.051679 -0.09 0.04 -0.13
H -6.530185 -25.518971 -29.702365 -0.08 -0.06 0.05
H -6.911802 -28.975461 -29.164722 0.01 0.02 -0.01
H -5.732658 -28.903229 -27.227922 -0.07 0.01 0.06
H -4.419435 -27.476215 -25.706537 -0.17 0.07 0.16
O -10.065733 -29.729199 -30.473351 0.27 -0.01 0.07
C -10.084146 -28.521191 -31.119466 -0.75 0.07 -0.22
C -10.269232 -28.395669 -32.492694 0.05 -0.39 0.79
C -10.397277 -27.131839 -33.043208 0.91 -0.32 -0.11
C -10.281492 -26.013669 -32.228290 -0.74 0.06 -0.94
O -10.427622 -24.753342 -32.770792 0.24 0.40 0.43
C -10.176483 -26.125446 -30.852570 -0.28 0.10 -0.57
C -10.087325 -27.393575 -30.315594 0.25 -0.19 0.59
H -10.256410 -30.446022 -31.084498 0.03 0.03 -0.10
H -10.347808 -29.318478 -33.057418 0.04 0.23 -0.35
H -10.417296 -27.057216 -34.125079 -0.32 0.25 0.03
H -10.585420 -24.788829 -33.717665 -0.05 -0.28 0.00
H -10.295344 -25.207563 -30.290725 0.34 -0.20 0.36
H -10.039662 -27.585722 -29.250501 0.02 0.27 0.06
O -18.100174 -22.894410 -25.881765 0.17 -0.53 0.07
C -17.028840 -22.230839 -26.390690 -0.16 1.44 -0.33
C -15.866269 -22.875118 -26.749850 0.21 -0.89 0.27
C -14.762794 -22.176275 -27.209254 -0.26 -0.15 -0.75
C -14.838697 -20.825564 -27.465929 0.01 0.67 0.19
O -13.707491 -20.216525 -27.939566 0.30 -0.16 -0.10
C -16.018026 -20.154222 -27.163952 -0.10 0.11 0.41
C -17.081605 -20.845576 -26.607012 -0.02 -0.36 0.11
H -18.765453 -22.262647 -25.595522 -0.02 0.03 -0.05
H -15.790082 -23.953277 -26.667838 -0.13 0.02 0.17
H -13.877957 -22.701641 -27.533067 0.08 -0.07 0.26
H -13.846159 -19.321567 -28.264826 -0.30 0.01 0.01
H -16.126511 -19.079214 -27.254551 0.23 -0.02 -0.24
H -17.966095 -20.290137 -26.312380 -0.04 -0.04 -0.08
O -12.570430 -21.297007 -31.651745 0.21 0.01 -0.01
C -13.665542 -21.709288 -31.845598 -0.58 -0.17 -0.10
O -13.953685 -22.969277 -32.297709 0.44 0.08 -0.33
C -15.321776 -22.960126 -32.684864 -1.38 0.17 0.30
C -15.890528 -22.016295 -31.641803 0.89 0.24 -0.37
O -14.815190 -21.032770 -31.650617 0.19 0.01 0.33
H -15.491481 -22.502643 -33.663594 0.48 -0.11 -0.12
H -15.779028 -23.946834 -32.692975 0.37 -0.16 0.20
H -15.878349 -22.458214 -30.644524 -0.53 -0.04 -0.01
H -16.798488 -21.499669 -31.924892 -0.17 -0.13 0.19
O -8.793700 -28.447585 -23.924565 0.20 -0.21 0.31
C -8.854243 -27.484365 -24.613494 -0.47 0.12 -0.16
O -9.812581 -27.315105 -25.561033 0.13 0.10 0.01
C -9.598071 -26.087457 -26.247292 0.60 0.12 -0.75
C -8.253139 -25.577312 -25.706110 -0.87 -0.16 0.42
O -8.041561 -26.418688 -24.555517 0.24 -0.02 -0.09
H -9.472639 -26.289749 -27.312887 -0.30 -0.05 0.03
H -10.424733 -25.392779 -26.117357 -0.06 -0.10 0.27
H -8.345119 -24.549876 -25.368329 0.35 0.08 -0.10
H -7.457090 -25.747523 -26.419032 0.16 0.22 0.04
O -8.888269 -18.153792 -26.028793 -0.13 -0.02 0.07
C -8.031429 -18.981794 -26.115156 0.63 0.09 -0.09
O -8.156201 -20.139257 -26.777290 -0.20 0.22 0.15
C -6.949615 -20.893530 -26.706284 1.02 0.44 -0.40
C -5.977100 -19.950525 -25.954301 -0.52 -0.87 0.05
O -6.793351 -18.835404 -25.601586 -0.22 0.01 0.12
H -7.104338 -21.850419 -26.222119 -0.26 0.07 0.15
H -6.574113 -21.069168 -27.711684 -0.31 -0.13 -0.10
H -5.148170 -19.604187 -26.563967 0.04 0.01 0.01
H -5.626944 -20.480779 -25.070032 0.19 0.47 0.17
O -11.547808 -15.710375 -30.563004 0.14 0.06 -0.09
C -10.777981 -16.539348 -30.197919 -0.14 -0.24 0.05
O -9.445041 -16.387187 -30.077844 -0.23 0.17 0.31
C -8.910701 -17.493933 -29.342876 0.53 -0.33 -0.92
C -10.002275 -18.554266 -29.446974 0.04 0.00 0.57
O -11.149337 -17.788491 -29.821311 -0.10 -0.07 0.18
H -8.007512 -17.800640 -29.870646 0.05 -0.02 0.15
H -8.666413 -17.202543 -28.322867 -0.22 0.10 0.00
H -10.153745 -19.027684 -28.475655 -0.24 0.12 0.00
H -9.832702 -19.345907 -30.172676 0.16 0.27 -0.22
O -8.020685 -23.292807 -28.077103 0.07 -0.78 -0.40
C -9.130095 -22.994445 -28.385651 -0.11 1.47 1.00
O -9.468856 -21.714717 -28.691900 0.01 -0.27 -0.36
C -10.815395 -21.731192 -29.143270 -1.23 0.16 -0.49
C -11.372686 -22.930775 -28.423021 -0.76 0.09 -0.50
O -10.225522 -23.772421 -28.335627 0.14 -0.58 0.14
H -11.429488 -20.858950 -28.920229 0.64 0.25 0.42
H -10.865914 -21.820784 -30.229543 0.28 -0.26 0.02
H -12.180885 -23.419040 -28.973088 0.35 -0.20 -0.24
H -11.800667 -22.679848 -27.452481 0.62 -0.05 0.30
O -9.464132 -18.598713 -32.765829 -0.24 0.13 0.18
C -9.242173 -19.743382 -32.971161 0.53 -0.32 -0.14
O -8.720067 -20.602959 -32.056877 -0.26 0.01 0.05
C -8.568259 -21.905676 -32.625065 0.46 0.16 -0.42
C -8.852753 -21.668002 -34.121849 -0.01 -0.45 0.82
O -9.391625 -20.358363 -34.166709 -0.22 0.15 0.01
H -7.534786 -22.224296 -32.497407 -0.04 -0.01 0.25
H -9.234559 -22.631438 -32.166625 -0.17 0.16 0.08
H -9.585970 -22.397886 -34.456411 0.03 0.17 -0.41
H -7.927297 -21.701750 -34.691838 -0.14 -0.03 -0.27
O -16.864469 -26.329340 -31.551722 -0.51 -0.28 -0.40
C -15.900190 -26.086872 -30.916445 0.54 0.68 0.70
O -14.653149 -26.501485 -31.181476 0.28 -0.08 -0.64
C -13.688650 -25.839880 -30.359954 -0.90 -1.04 1.66
C -14.581687 -25.177262 -29.283843 0.30 1.39 -1.08
O -15.899789 -25.283917 -29.815694 -0.10 -0.30 0.07
H -13.152077 -26.618345 -29.820457 0.65 0.04 -0.61
H -13.065937 -25.158256 -30.927610 0.00 -0.04 -0.13
H -14.347000 -24.110740 -29.272530 -0.10 0.00 0.38
H -14.510740 -25.575162 -28.275719 -0.09 -0.31 -0.08
O -9.673232 -22.262905 -25.509224 -0.20 -0.24 -0.32
C -10.225623 -21.246039 -25.225720 0.08 0.35 0.32
O -9.879548 -20.497240 -24.148749 0.00 -0.58 0.15
C -10.906037 -19.565827 -23.911117 -0.22 2.16 -0.40
C -11.547659 -19.388529 -25.292429 -0.33 -0.82 0.70
O -11.248096 -20.677304 -25.887631 0.10 -0.04 -0.20
H -11.606318 -19.835442 -23.120997 0.07 -0.66 -0.13
H -10.494782 -18.594980 -23.621689 0.36 -0.28 0.10
H -11.102933 -18.589817 -25.878881 0.02 -0.15 -0.01
H -12.625654 -19.291119 -25.196020 -0.04 -0.01 -0.32
```
Forces are in eV/Å.

Summary:
frontier orbital gap = 8.4 eV
E_tot = -3887.72696 Eh
max |F| = 2.21 eV/A

Here are the Löwdin charges for atoms 1 to 99, given in e: 0.031 -0.334 -0.026 -0.019 -0.327 0.042 -0.017 -0.023 0.099 0.116 0.121 0.103 0.120 0.123 0.046 -0.323 -0.014 -0.019 -0.318 0.020 -0.011 -0.014 0.102 0.117 0.117 0.098 0.106 0.116 0.059 -0.324 -0.009 -0.021 -0.321 0.041 -0.015 -0.019 0.103 0.118 0.083 0.118 0.119 0.115 0.168 -0.552 0.045 -0.114 -0.071 0.058 0.139 0.128 0.127 0.138 0.157 -0.584 0.060 -0.112 -0.079 0.065 0.109 0.122 0.119 0.088 0.138 -0.563 0.045 -0.096 -0.082 0.079 0.118 0.129 0.129 0.130 0.157 -0.574 0.068 -0.089 -0.116 0.058 0.134 0.115 0.108 0.103 0.149 -0.551 0.060 -0.131 -0.105 0.046 0.114 0.107 0.116 0.111 0.186 -0.554 0.039 -0.102 -0.106 0.071 0.130

=====

Calculated LUMO level, 3.230 0.175 eV (same order as the records).
Calculated HOMO energy, -1.43 -8.26 eV (same order as the records).